Record 1
89
Properties=species:S:1:pos:R:3:forces:R:3 method="wB97M-V/def2-TZVPD" de_lowest_kcal_mol=29.2 lumo_ev="0.3 / 0.3" multiplicity=6 homo_energy_ev="-7.091 / -7.089" orbital_gap_ha="0.2719 / 0.2719"
Dy -0.689706 -0.154078 0.387553 0.700 -0.773 0.377
C -1.069655 -7.532569 0.943715 -0.048 0.002 0.028
C 0.237413 -7.252750 0.190265 0.016 0.103 -0.014
C 0.260177 -8.100443 -1.079595 -0.008 -0.087 -0.065
C 1.421608 -7.673727 1.069999 0.055 -0.029 0.027
C 0.327511 -5.757808 -0.117207 -0.027 -0.003 0.096
C 0.423705 -4.842380 0.929721 -0.019 -0.059 -0.156
C 0.453537 -3.502316 0.634227 0.068 -0.270 0.007
Br 0.550139 -2.292043 2.090749 0.080 0.016 0.277
C 0.383753 -2.948929 -0.657178 0.011 0.512 0.076
O 0.329085 -1.613909 -0.757423 0.149 -1.014 -0.504
C 0.333061 -3.867022 -1.716076 0.053 -0.286 -0.100
C 0.294379 -5.234385 -1.397859 0.066 0.074 -0.067
C 0.326191 -3.539080 -3.220006 -0.040 -0.040 0.154
C 0.415693 -2.052680 -3.551149 -0.001 0.041 -0.045
C 1.537766 -4.219745 -3.875475 0.042 -0.034 -0.047
C -0.962559 -4.084154 -3.852465 -0.096 0.041 -0.023
H -1.135270 -8.590558 1.209790 -0.002 0.010 -0.009
H -1.937443 -7.278158 0.331066 0.031 0.003 -0.002
H -1.130383 -6.949682 1.864997 0.010 -0.018 -0.021
H 0.198185 -9.156218 -0.807488 0.013 0.012 -0.017
H 1.181113 -7.955155 -1.649495 -0.004 0.007 0.033
H -0.584838 -7.883129 -1.736845 -0.003 0.016 0.046
H 1.386888 -8.750383 1.253077 0.004 0.013 0.000
H 1.406671 -7.176594 2.041442 -0.013 0.011 -0.031
H 2.372264 -7.437618 0.587043 -0.024 -0.013 -0.011
H 0.456878 -5.164638 1.962036 0.002 0.014 -0.011
H 0.239855 -5.927274 -2.226351 -0.023 0.026 0.037
H 1.315184 -1.612060 -3.130419 0.062 -0.017 0.020
H -0.432799 -1.488681 -3.172780 -0.052 -0.014 0.015
H 0.446162 -1.949882 -4.640075 0.017 0.054 0.033
H 2.470059 -3.849284 -3.443125 -0.028 0.010 -0.001
H 1.548730 -4.004005 -4.947096 0.003 -0.012 0.013
H 1.520601 -5.303634 -3.751425 0.002 0.049 -0.024
H -1.841751 -3.667146 -3.353110 0.031 0.009 -0.014
H -1.034506 -5.170929 -3.790236 0.031 0.022 0.021
H -1.003506 -3.806324 -4.909030 -0.004 -0.020 0.012
C 4.142805 0.838405 1.914989 0.057 0.079 0.093
P 2.429414 0.952961 1.290831 -0.050 -0.107 -0.260
C 1.444366 1.026326 2.834426 -0.267 0.125 0.121
C 2.280693 2.699523 0.753733 0.063 0.042 -0.029
C 2.755813 3.748201 1.536789 0.035 0.036 0.011
C 2.616848 5.064419 1.127329 -0.044 -0.061 -0.074
C 1.995993 5.337887 -0.083543 0.016 -0.012 0.032
C 1.507533 4.304795 -0.868963 -0.017 -0.010 0.038
C 1.639771 2.980688 -0.461748 -0.022 -0.115 0.015
P 0.917409 1.581777 -1.417599 0.081 0.388 0.248
C 2.407609 0.896288 -2.218195 0.069 0.015 -0.087
C 0.095183 2.395775 -2.822663 -0.007 0.080 -0.067
H 4.361394 1.603039 2.661611 0.033 -0.026 0.000
H 4.838887 0.949444 1.083862 -0.017 0.003 -0.012
H 4.296942 -0.145212 2.359646 -0.032 -0.006 -0.011
H 1.706781 1.874173 3.472044 -0.001 -0.009 0.060
H 1.580101 0.102869 3.397519 -0.006 -0.030 0.020
H -0.103657 2.037058 1.932632 0.063 0.106 -0.030
H 3.231803 3.538211 2.487992 0.003 0.013 -0.009
H 2.979319 5.870141 1.751810 0.004 -0.001 -0.004
H 1.875752 6.362725 -0.410030 -0.009 -0.003 -0.007
H 0.993946 4.544776 -1.789786 0.006 0.010 0.015
H 3.032358 1.722133 -2.561913 0.039 -0.050 -0.016
H 2.126157 0.282002 -3.070792 -0.051 0.005 -0.016
H 2.965336 0.276744 -1.517804 -0.023 0.002 0.018
H 0.777817 3.042756 -3.375864 -0.009 -0.011 -0.007
H -0.763195 2.975196 -2.478189 -0.006 -0.025 0.029
H -0.257360 1.614600 -3.497586 -0.008 0.001 -0.016
Cl -2.722149 -2.199979 -0.545205 -0.184 -0.162 -0.317
C -3.437820 -1.107355 -1.734558 -0.099 0.042 0.015
Cl -2.340557 0.228659 -2.146755 0.038 -0.050 -0.150
H -4.333459 -0.672807 -1.306899 0.009 0.018 0.037
H -3.632421 -1.655522 -2.647973 -0.044 -0.037 0.017
O -1.143782 3.187767 0.647910 -0.106 0.038 0.105
S -2.507448 2.652856 0.601477 -0.049 -0.102 0.028
O -3.222566 2.998781 -0.599443 -0.004 -0.139 -0.109
N -2.464542 1.065439 0.907929 -0.520 0.899 0.643
C -2.747541 0.790361 2.311104 0.133 0.320 -0.182
S -2.863499 -0.938059 2.610569 0.090 0.279 -0.162
C -3.615738 1.917094 2.801442 0.153 -0.269 -0.045
C -4.382358 1.987162 3.948881 -0.091 0.053 0.105
C -4.968678 3.204307 4.277574 0.028 -0.061 -0.020
C -4.779883 4.336032 3.487504 -0.021 0.040 0.018
C -4.009757 4.274589 2.335566 -0.052 -0.181 0.108
C -3.447458 3.050211 2.022852 -0.164 0.341 0.074
H -4.515665 1.106739 4.565378 0.001 0.013 0.000
H -5.582057 3.279522 5.166544 0.011 -0.019 -0.004
H -5.242140 5.272434 3.771407 -0.009 -0.015 0.014
H -3.866388 5.143350 1.707249 0.024 -0.031 -0.032
O -1.073359 2.533540 4.198738 0.013 -0.418 -0.165
S -1.142102 1.147302 3.662543 -0.276 0.536 0.015
N 0.042575 1.114213 2.370313 0.167 0.111 -0.153

=====

Record 2
41
Properties=species:S:1:pos:R:3:forces:R:3 method="wB97M-V/def2-TZVPD" charge=+2 de_lowest_kcal_mol=9.0 lumo_ev="-10.6 / -10.5" multiplicity=5 homo_energy_ev="-15.742 / -15.849" orbital_gap_ha="0.1904 / 0.1983"
C 0.162403 -0.065537 -1.819760 0.929 0.064 -1.986
I 2.463707 0.098492 -0.559163 -1.624 -0.426 -0.058
H 0.938439 -0.010012 -2.595573 -0.479 -0.106 0.030
H -0.446502 0.832454 -1.949526 0.314 0.061 0.668
H -0.424842 -0.969339 -2.037456 0.525 -0.051 0.682
Mn -0.170187 -0.212849 0.380539 0.302 -0.058 1.302
P 0.024220 2.506091 0.202229 -0.087 1.353 0.252
C -1.366615 3.504578 0.826421 -0.304 -0.497 0.148
C 1.442522 3.390018 0.955137 0.000 -0.851 0.312
H 1.410009 4.436026 0.630142 -0.030 -0.258 0.055
H 0.473183 4.178625 -1.484040 -0.134 -0.292 0.027
H 2.370140 2.911091 0.626643 -0.041 0.330 0.204
H 0.951093 2.546496 -2.047990 -0.095 0.338 -0.019
H -1.601039 3.201644 1.851701 -0.031 0.111 -0.123
H 1.347439 3.330948 2.044079 0.208 0.071 -0.138
C 0.183521 3.120293 -1.514635 -0.158 -0.630 -0.196
H -1.084559 4.562456 0.813702 0.034 -0.185 -0.051
H -0.777818 3.013322 -2.032625 0.224 0.119 -0.018
H -2.251656 3.355304 0.201755 0.074 0.020 0.126
P 0.084171 -2.700967 0.171377 -0.080 -1.803 0.516
C -1.358132 -3.737482 0.621804 -0.536 0.487 0.047
C 0.577687 -3.288310 -1.483868 -0.138 0.618 -0.016
H 2.319866 -2.801688 1.076225 -0.107 -0.302 0.123
H 1.556879 -4.426833 1.036315 -0.165 0.301 -0.028
H 1.104891 -3.235956 2.311547 0.061 -0.030 -0.320
C 1.393650 -3.362607 1.259037 0.203 0.750 0.181
H 1.462154 -2.720233 -1.798165 -0.111 -0.309 -0.086
H 0.807085 -4.362292 -1.441801 -0.106 0.332 0.005
H -1.253564 -4.759799 0.225144 0.209 0.405 0.025
H -2.279077 -3.299343 0.216931 0.140 -0.173 0.042
H -0.242598 -3.096327 -2.187254 0.236 -0.275 0.017
H -1.476920 -3.790555 1.712781 0.175 0.136 -0.307
C -2.272433 0.041166 0.395458 -2.832 2.190 -0.420
O -3.122755 0.732482 -0.013885 2.459 -2.350 0.991
Cl -1.816457 1.517594 4.297616 0.058 -0.337 -0.016
C -2.113424 -0.251425 4.327279 -0.211 -0.479 0.067
Cl -3.736972 -0.634624 4.911620 0.511 0.120 -0.148
C -1.886561 -0.724621 2.883085 -0.491 0.045 -0.064
O -0.697704 -1.082157 2.610459 -0.286 0.956 -1.487
O -2.882174 -0.667859 2.084718 1.661 0.237 -0.270
H -1.365871 -0.734165 4.967297 -0.276 0.368 -0.070

=====

Record 3
16
Properties=species:S:1:pos:R:3:forces:R:3 method="wB97M-V/def2-TZVPD" de_lowest_kcal_mol=86.0 lumo_ev=0.5 smiles="C=NN1CCCC1=S" homo_energy_ev=-8.501 orbital_gap_ha=0.3296
C 0.326694 -2.269495 1.078969 -1.545 5.840 0.849
C 1.753416 0.445298 -0.414249 -0.853 2.752 -2.042
C 1.242182 1.932179 -0.163223 0.496 -0.793 -4.489
C -0.277187 1.729081 -0.685408 1.832 1.024 1.143
C -0.628591 0.391807 -0.228388 2.125 -1.643 1.978
H 0.671035 -3.201517 1.233970 1.155 -3.264 -0.091
H -0.540430 -1.943946 1.980306 2.593 -0.538 -3.169
H 1.768222 0.105906 -1.580710 0.254 1.099 2.556
H 2.696542 0.174832 0.055749 -0.264 0.031 0.087
H 1.812383 2.619858 -0.817548 -0.499 -0.146 0.155
H 1.434680 2.279330 0.821134 -0.586 -0.094 1.086
H -0.929971 2.481706 -0.359816 -1.035 0.916 1.209
H -0.519412 1.783202 -1.720768 0.932 -0.095 -1.403
N 0.993694 -1.485714 0.236194 -3.583 -3.228 3.156
N 0.611061 -0.153853 0.196974 0.243 -1.682 -0.647
S -2.007838 -0.387226 -0.010668 -1.265 -0.180 -0.382

=====

Record 4
18
Properties=species:S:1:pos:R:3:forces:R:3 method="wB97M-V/def2-TZVPD" charge=-1 lumo_ev=2.5 homo_energy_ev=-4.912 orbital_gap_ha=0.2740
C -2.142984 -0.722197 0.043874 3.933 0.315 2.055
C -1.150099 -1.569519 -0.352190 1.791 0.593 -1.161
C -1.727665 0.207400 0.957693 0.228 1.964 0.515
C 0.255328 -1.344871 -0.107551 -2.451 0.186 0.943
C 0.771644 2.021830 -2.682532 -0.210 -0.496 0.009
C -0.413026 0.373784 1.356497 0.374 -0.296 0.702
C 0.645290 -0.368406 0.823974 -2.971 -1.799 -1.384
N 1.927801 -0.305791 1.438188 2.639 -0.348 -0.019
O 0.367315 2.954130 -2.151013 -0.926 2.502 0.982
O 2.872002 -1.060911 1.120583 -2.169 1.033 0.774
O 0.920777 1.210116 -3.486609 0.505 -1.532 -1.704
O 2.005324 0.555339 2.283778 0.653 0.030 0.758
Cl -2.927446 1.400094 1.497464 0.309 -0.403 0.204
Cl 1.330027 -2.304089 -0.923439 1.027 -1.161 -0.996
Cl 1.977658 1.122622 -0.846828 0.905 0.313 -0.115
H -3.116952 -0.892054 -0.067803 -3.738 -0.590 -1.070
H -1.476602 -2.250128 -1.102041 0.478 -0.982 -0.390
H -0.118389 0.972649 2.197959 -0.378 0.670 -0.101

=====

Asked for max |F| across the records above, the calculation gives 0.02375, 0.07009, 0.11863, 0.08651 Eh/bohr in order.